[1]
92
Properties=species:S:1:pos:R:3:forces:R:3 method="wB97M-V/def2-TZVPD" largest_force_ha_per_bohr=0.0331 relative_energy_kj_mol=0.0 homo_ev=-9.43 lumo_energy_ha=0.004 energy_ev=-43249.9423 gap_ha=0.350 smiles=C1CCOC1.C1CCOC1.CC(C)O.CC(C)O.CC(C)O.CC(C)O.CC(C)O.O.O multiplicity=1
C 0.37259 -4.76964 -3.44918 -0.199 -0.524 0.001
C 0.03165 -3.56023 -2.58951 -0.431 0.309 0.245
C 0.32085 -2.36170 -3.49747 0.436 -0.479 -0.112
O 1.20150 -2.83698 -4.52230 -0.077 -0.119 0.011
C 1.45341 -4.24577 -4.37472 0.404 0.806 -0.010
H -0.48773 -5.12804 -4.01916 -0.059 0.280 -0.043
H 0.67077 -5.62026 -2.83384 0.262 0.052 -0.094
H 0.63540 -3.50397 -1.68104 0.159 -0.148 -0.130
H -1.00296 -3.57148 -2.24015 0.008 -0.036 -0.109
H 0.84474 -1.57184 -2.95300 -0.240 0.188 -0.029
H -0.57538 -1.97916 -3.98686 -0.050 0.132 0.139
H 2.46002 -4.35350 -3.95153 -0.078 -0.188 0.084
H 1.47478 -4.64210 -5.38813 -0.156 -0.321 0.087
C -2.21109 2.14211 -4.33553 -0.349 -0.222 -0.545
C -1.59179 0.88819 -3.73706 0.242 -0.167 0.099
C -2.68434 0.41211 -2.79263 -0.245 0.486 -0.116
O -3.92165 0.81372 -3.39151 -0.017 -0.289 -0.004
C -3.68758 1.74959 -4.43097 -0.226 0.722 0.080
H -1.80359 2.37390 -5.31927 0.075 0.147 0.079
H -2.12473 3.01444 -3.68960 0.227 -0.044 0.092
H -0.64960 1.07965 -3.22229 -0.014 -0.018 0.029
H -1.39711 0.14447 -4.51151 -0.051 0.044 -0.073
H -2.57758 0.93729 -1.83665 -0.063 -0.216 0.116
H -2.73221 -0.66454 -2.63685 0.149 -0.016 0.096
H -4.32366 2.62819 -4.26982 -0.011 -0.119 0.075
H -3.99110 1.34669 -5.40289 0.271 -0.275 0.043
O 0.69072 -4.71329 2.93320 0.179 -0.013 -0.116
H 1.15851 -4.73635 2.09210 0.022 -0.078 -0.058
H 0.73681 -5.61832 3.25329 -0.063 -0.009 0.135
O -2.98073 -4.52643 0.69424 -0.029 0.022 0.030
H -2.43386 -5.27587 0.44696 0.022 -0.036 -0.005
H -2.37996 -3.93938 1.17049 0.135 0.122 -0.049
C 5.00315 -3.03375 -2.04916 0.431 -0.263 -0.020
C 4.27474 -1.85031 -1.43512 0.445 -0.847 0.411
C 3.36088 -2.29351 -0.30478 -0.326 0.237 -0.402
O 5.24769 -0.94872 -0.88680 -0.606 0.174 -0.354
H 5.81370 -2.71902 -2.71261 -0.246 0.152 -0.181
H 4.33480 -3.69234 -2.60643 -0.019 0.019 0.033
H 5.50913 -3.60939 -1.26935 -0.199 -0.031 0.068
H 3.63557 -1.41246 -2.21017 0.219 0.527 0.072
H 2.48904 -2.75367 -0.77755 -0.113 0.024 0.250
H 3.05093 -1.40697 0.24968 -0.134 -0.109 0.072
H 3.79130 -3.02431 0.37881 0.297 0.108 -0.037
H 5.67610 -0.53076 -1.63950 0.220 0.080 0.074
C -3.38589 4.40640 4.12037 -0.010 0.116 0.716
C -3.46315 4.31558 2.61369 -0.431 -0.752 -0.065
C -2.63665 3.15279 2.07690 0.237 -0.562 0.978
O -4.83798 4.09333 2.24770 0.158 0.372 -0.149
H -3.67843 3.45282 4.57751 -0.051 -0.032 -0.181
H -4.07991 5.15904 4.49890 0.049 0.088 -0.083
H -2.40325 4.62946 4.54375 0.098 0.088 -0.355
H -3.16192 5.25284 2.14767 -0.105 0.059 -0.056
H -3.00752 2.76845 1.13130 0.212 0.379 -0.285
H -2.73327 2.31301 2.78225 -0.179 0.068 -0.113
H -1.56292 3.35728 2.09172 -0.049 0.186 -0.437
H -5.27150 3.59327 2.94633 0.091 -0.024 0.001
C -0.95268 -0.91369 -0.12972 0.287 1.052 -0.048
C -0.24419 -1.21075 1.16744 -0.257 -1.325 1.041
C -0.68735 -0.40341 2.37760 -0.047 0.867 -0.170
O -0.54337 -2.61281 1.45822 0.314 0.375 -0.453
H -0.89757 -1.73007 -0.84176 0.022 -0.183 0.149
H -0.49415 -0.03985 -0.60680 -0.072 0.009 0.022
H -1.99300 -0.64981 0.06412 -0.062 -0.222 -0.062
H 0.84484 -1.10002 1.13749 -0.010 -0.101 -0.575
H -0.16037 0.55785 2.41285 -0.065 -0.015 -0.051
H -0.44588 -0.92386 3.30286 0.012 -0.106 -0.033
H -1.75485 -0.17345 2.36835 -0.031 -0.219 -0.005
H 0.09931 -2.92144 2.10515 -0.294 -0.073 0.246
C 2.01689 1.91116 -1.37056 -0.614 -0.131 1.402
C 3.36700 2.43622 -1.80321 0.228 -0.443 0.029
C 3.39142 3.13002 -3.15148 0.124 0.907 0.281
O 3.89484 3.31281 -0.80131 -0.133 0.217 -0.231
H 1.45353 1.29794 -2.07338 0.357 -0.078 -0.243
H 1.32672 2.67385 -0.99063 0.237 0.404 -0.525
H 2.18606 1.33129 -0.44976 -0.052 -0.337 -0.306
H 4.03498 1.56525 -1.84061 0.017 0.047 -0.201
H 3.63132 2.43602 -3.95144 -0.156 -0.014 -0.110
H 4.14647 3.92157 -3.12417 0.208 -0.309 -0.061
H 2.47193 3.67900 -3.36769 -0.181 -0.340 -0.013
H 4.11677 2.78918 -0.02559 -0.045 -0.021 -0.006
C 0.15053 2.63500 5.58098 0.318 0.184 0.369
C -1.08801 2.19854 6.34501 0.681 -0.535 -0.179
C -1.72089 0.99092 5.66118 -0.602 0.172 0.378
O -0.74919 1.85172 7.69562 -0.155 0.300 -0.191
H 0.88057 1.81864 5.54841 -0.165 -0.121 -0.281
H 0.67490 3.45161 6.08543 -0.253 0.137 -0.053
H -0.11785 2.94835 4.57291 0.143 -0.060 -0.084
H -1.77494 3.04232 6.39375 -0.205 -0.097 0.121
H -1.96682 1.19113 4.61748 0.028 0.013 0.006
H -2.63940 0.73180 6.19479 -0.002 -0.033 -0.131
H -1.07472 0.11414 5.71573 0.192 0.114 -0.046
H 0.15746 1.53226 7.68079 0.012 -0.083 0.109

---

[2]
12
Properties=species:S:1:pos:R:3:forces:R:3 method="wB97M-V/def2-TZVPD" largest_force_ha_per_bohr=0.0271 relative_energy_kj_mol=381.2 homo_ev=-7.67 lumo_energy_ha=0.027 energy_ev=-7221.6397 gap_ha=0.309 smiles="CC1=C=CNN1" multiplicity=1
C -1.85174 -0.16546 -0.12267 -0.034 -0.062 -0.062
C -0.35664 -0.21422 -0.08952 -0.146 0.156 0.016
C 0.48003 -1.36884 -0.08421 0.089 0.292 -0.388
C 1.69915 -0.74170 -0.10224 0.016 -0.558 -0.366
N 1.68608 0.69106 -0.01504 0.051 -0.585 0.299
N 0.33345 0.93986 -0.01945 -0.269 -0.208 0.346
H -2.24968 -0.00496 0.88748 0.114 -0.028 -0.149
H -2.23049 0.63533 -0.76660 0.072 -0.081 0.083
H -2.22285 -1.12605 -0.48053 0.043 0.134 0.033
H 1.98359 0.57561 0.97442 0.278 1.365 0.040
H 2.72250 -1.11479 -0.09964 -0.267 -0.222 0.093
H 0.00661 1.89416 -0.08200 0.054 -0.204 0.056

---

[3]
60
Properties=species:S:1:pos:R:3:forces:R:3 method="wB97M-V/def2-TZVPD" largest_force_ha_per_bohr=0.0386 relative_energy_kj_mol=49.8 homo_ev=-1.86 lumo_energy_ha=0.102 energy_ev=-113318.3126 gap_ha=0.171 multiplicity=1 charge=-2
Ti -1.42381 -0.46132 -1.76708 0.133 -1.176 1.592
S 0.12830 3.08119 2.36350 0.166 0.124 -0.451
S 1.15167 2.70298 4.10273 0.059 -0.200 -0.102
S 2.93004 4.24887 0.61401 -0.127 0.292 -0.216
S 1.29492 2.98750 0.56720 -0.133 -0.278 0.513
O -7.36109 -3.24294 0.36697 -0.004 0.055 0.034
C -6.29734 -3.61689 0.89122 -0.103 -0.040 -0.007
O -6.07168 -4.48206 1.75869 0.022 -0.050 -0.025
C -5.04094 -2.90508 0.37296 0.106 0.043 -0.003
C -3.93278 -3.64679 -0.03181 0.001 -0.016 0.038
C -2.80890 -3.00560 -0.50668 0.068 0.018 0.022
N -2.72209 -1.67193 -0.54229 -0.191 0.073 -0.099
C -3.77981 -0.94316 -0.14666 -0.001 0.101 0.155
C -4.95181 -1.51567 0.29464 0.004 -0.077 0.004
C -3.57114 0.56374 -0.21548 0.287 0.035 -0.017
O -4.42107 1.33422 0.16540 -0.091 0.012 -0.027
O -2.38557 0.88663 -0.67405 -0.541 0.038 0.017
H -3.96291 -4.72566 0.03198 0.001 -0.001 0.026
H -1.94033 -3.54392 -0.86750 -0.010 -0.002 -0.026
H -5.78177 -0.88151 0.57105 -0.008 -0.010 0.001
N -0.16865 -0.27436 0.32791 -0.200 0.154 -0.427
C 0.93937 -1.21588 0.40102 -0.048 -0.223 -0.019
C 1.03030 -1.89024 1.76901 0.047 0.007 -0.051
C 1.58441 -0.99302 2.87334 0.050 -0.178 -0.007
C 3.11223 -0.92761 2.84280 0.108 -0.068 0.187
N 3.75056 -0.26238 1.71541 -0.080 0.048 -0.138
C 3.91218 1.06428 1.56521 0.007 -0.176 0.060
N 4.39660 1.52648 0.40020 0.154 0.195 0.022
N 3.69686 1.90539 2.55605 -0.068 0.014 0.059
C 0.81502 -2.23107 -0.74625 -0.092 0.115 -0.245
O 1.50726 -3.23492 -0.75513 0.069 -0.021 0.088
O 0.01354 -1.87629 -1.70289 0.203 -0.211 -0.048
H 0.06557 0.66812 0.63160 0.111 0.075 0.000
H -0.92029 -0.58044 0.93783 -0.049 0.066 -0.001
H 1.87103 -0.69494 0.15800 -0.137 0.219 0.160
H 1.63762 -2.79673 1.70719 -0.023 -0.002 -0.174
H 0.01173 -2.22113 2.00011 0.046 -0.003 0.166
H 1.36707 -1.44844 3.84389 -0.163 0.043 -0.001
H 1.11126 -0.00731 2.89226 0.155 0.107 -0.030
H 3.48391 -1.95501 2.80222 0.020 0.012 0.121
H 3.49385 -0.49307 3.76931 -0.024 0.120 -0.063
H 3.92036 -0.82193 0.89753 -0.021 -0.013 0.019
H 4.37416 0.90174 -0.38712 -0.046 -0.023 -0.006
H 4.13567 2.53028 0.22921 -0.029 -0.118 0.002
H 2.98743 1.68372 3.27038 -0.032 0.062 -0.013
H 3.58760 2.89502 2.25743 0.140 -0.192 -0.035
N 2.63625 5.29057 -4.18282 -0.077 -0.038 -0.064
C 2.01149 4.40412 -3.80494 -0.038 -0.175 0.180
C 1.25024 3.25965 -3.34510 0.221 0.344 -0.150
C -0.13325 3.26140 -3.43256 -0.102 -0.161 0.010
C -0.81694 2.13652 -3.00666 0.125 0.243 0.009
N -0.18266 1.06910 -2.51291 0.454 0.649 -0.313
C 1.15018 1.06559 -2.44683 0.024 0.121 -0.036
C 1.91208 2.14511 -2.85233 -0.067 -0.182 0.028
H -0.67257 4.10942 -3.82642 0.017 0.023 0.029
H -1.89416 2.06609 -3.05982 -0.004 0.022 0.098
H 1.60389 0.15700 -2.07544 -0.013 0.014 0.049
H 2.98903 2.11548 -2.78817 -0.001 0.056 0.045
O -1.85389 -1.27170 -3.32104 -0.211 0.053 -0.313
O -2.76820 -0.22119 -2.95026 -0.067 0.080 -0.627

---

[4]
28
Properties=species:S:1:pos:R:3:forces:R:3 method="wB97M-V/def2-TZVPD" largest_force_ha_per_bohr=0.1333 relative_energy_kj_mol=0.0 homo_ev=-8.22 lumo_energy_ha=0.011 energy_ev=-23132.6405 gap_ha=0.313 smiles=Cn1ncc(B(O)O)c1[Si](C)(C)C multiplicity=1
B 3.08608 -0.80142 -0.12650 -0.425 -0.973 0.485
C 2.95156 1.84311 -0.01183 -1.362 -0.648 -0.519
C 2.45326 0.53538 -0.00661 -6.119 2.897 -1.065
C 0.80950 0.85958 -0.11932 4.000 -0.845 0.884
C -0.34780 3.09346 0.01083 -0.045 0.469 -1.788
C -0.03684 -1.72279 1.28923 0.234 -0.331 -0.105
C -0.76030 -1.33286 -1.55334 -0.615 0.745 -0.303
C -2.35068 0.39273 0.61223 2.600 0.252 2.523
N 1.97342 2.77547 -0.03398 1.422 1.025 -0.141
N 0.77199 2.19076 -0.08980 1.862 -1.449 1.838
O 2.34146 -1.88218 -0.59294 2.142 -2.300 -0.653
O 4.31553 -0.83604 0.44744 -0.896 2.666 -0.026
Si -0.61873 -0.35224 0.05346 -0.071 -0.928 0.083
H 4.02029 2.08956 -0.15146 -0.932 0.228 0.491
H -1.22254 2.93476 0.61522 0.236 -0.939 0.457
H 0.02377 4.06758 0.21455 0.566 0.642 0.370
H -0.62400 3.12011 -1.02218 -1.132 0.465 -0.668
H -0.52872 -1.51826 2.26231 0.709 -0.056 -0.201
H -0.46403 -2.74060 0.97825 0.794 1.372 0.222
H 1.12408 -1.76644 1.34120 -2.349 -0.016 0.205
H -1.27556 -2.20570 -1.13897 0.582 -0.529 -0.535
H -1.44208 -0.97365 -2.34514 0.324 0.247 0.370
H 0.24427 -1.46770 -2.00773 -0.721 -0.474 0.549
H -2.97510 0.52312 -0.23092 -0.810 0.584 -0.598
H -2.78622 -0.28965 1.36070 -0.039 -0.169 -0.636
H -2.14927 1.30541 1.29820 -0.593 -1.121 -1.611
H 2.85471 -2.77446 -0.71611 -1.430 2.663 0.498
H 4.75976 -1.61685 0.40928 2.066 -3.475 -0.124

---

[5]
23
Properties=species:S:1:pos:R:3:forces:R:3 method="wB97M-V/def2-TZVPD" largest_force_ha_per_bohr=0.0685 relative_energy_kj_mol=106.3 homo_ev=-7.83 lumo_energy_ha=-0.037 energy_ev=-26523.4681 gap_ha=0.251 smiles="C=C/[Si](=C/CI)c1ccccc1" multiplicity=1
C 1.69919 2.79334 -0.22046 -2.019 0.627 -0.661
C 2.12604 1.87542 0.70610 2.101 0.329 1.034
C 0.56103 2.45545 -1.01015 0.564 0.388 1.786
C 1.63574 0.61645 0.73149 -2.615 -1.675 -1.659
C -0.09348 1.26334 -0.82933 0.880 -0.839 0.007
C 0.48998 0.26850 -0.03874 0.040 -0.451 0.485
C 1.57072 -2.84491 -1.09630 0.450 0.198 1.038
C -2.76133 -0.16229 1.09852 -0.435 -0.156 -1.329
C 0.38720 -2.91947 -0.45798 1.010 2.125 -0.604
C -2.18465 -1.30419 0.49775 1.852 -0.248 -1.175
Si -0.47565 -1.35856 0.04033 -0.945 0.741 -0.277
I -5.10307 0.59453 0.16100 1.458 -0.481 0.418
H 2.01653 3.83368 -0.22004 0.301 -0.321 -0.072
H 2.90579 2.00570 1.48037 -0.258 0.749 -0.859
H -0.06015 3.16279 -1.49074 0.277 1.147 -0.937
H 2.05488 -0.15713 1.31213 0.572 -0.505 0.914
H -1.01853 1.09927 -1.34916 -0.351 -0.143 -0.135
H 2.27003 -3.68759 -1.11711 -0.525 -0.008 -0.495
H 2.03793 -1.88771 -1.40458 -0.615 -0.552 0.152
H -3.12670 -0.32571 2.06925 -0.807 0.465 1.029
H -2.17996 0.68840 0.83324 -0.087 1.131 0.654
H -0.02017 -3.80605 -0.08656 -0.313 -1.555 0.352
H -2.73138 -2.20328 0.39097 -0.536 -0.965 0.334

---

[6]
17
Properties=species:S:1:pos:R:3:forces:R:3 method="wB97M-V/def2-TZVPD" largest_force_ha_per_bohr=0.0342 relative_energy_kj_mol=679.3 homo_ev=-8.14 lumo_energy_ha=-0.149 energy_ev=-10909.5352 gap_ha=0.150 multiplicity=1
C -0.65862 0.04235 -1.06211 0.133 -0.527 -0.760
C 1.93348 -1.08279 0.96536 0.076 0.902 0.220
C 2.64530 -0.20535 0.18395 0.230 -0.468 -0.874
C 2.38605 1.09858 -0.21883 -0.321 -0.460 1.123
N -1.51914 -0.13660 -1.92974 0.792 1.480 0.533
C -3.39923 0.09768 0.77042 -0.455 0.133 -0.431
O -2.23494 0.02234 1.20505 0.474 -0.118 0.278
O -3.77320 0.00637 -0.42948 0.354 -0.093 0.024
H -0.70415 -0.34812 -0.02291 -0.327 0.234 0.436
H 0.29227 0.59936 -1.25022 0.757 -0.059 -0.352
H 1.14711 -0.74082 1.62404 -0.290 -0.169 -0.088
H 2.28868 -2.10642 1.01496 -0.278 0.063 0.121
H 3.51581 -0.62694 -0.29754 0.138 -0.188 -0.099
H 1.58268 1.68757 0.21112 0.030 0.013 -0.206
H 3.18470 1.56297 -0.78552 -0.476 0.251 -0.282
H -2.48125 -0.15304 -1.48951 -0.848 -0.967 0.336
H -4.20556 0.28286 1.51095 0.011 -0.027 0.021